1.
Density functional theory data (wB97M-V/def2-TZVPD) for a 2-piece molecular cluster, C4H12 overall.

```
16
Properties=species:S:1:pos:R:3
C 0.953 -0.400 1.978
C -2.123 -0.300 -1.730
C -1.291 0.978 -1.921
C 2.456 -0.262 1.725
H 2.991 -0.315 2.675
H 0.716 -1.420 2.264
H -0.248 0.783 -1.645
H 0.403 -0.239 1.044
H -1.667 1.817 -1.340
H 0.593 0.338 2.687
H -3.136 -0.132 -2.078
H 2.651 0.674 1.194
H -1.690 -1.105 -2.318
H -1.256 1.272 -2.972
H -2.151 -0.592 -0.684
H 2.798 -1.096 1.120
```

Its largest force on an atom is 0.017 Eh/bohr. As for the SMILES: CC.CC. As for the lowest unoccupied orbital energy: 1.09 eV. The total energy is -4342.461 eV. The value obtained for the HOMO-LUMO gap is 0.4759 hartree. The highest occupied orbital energy is -11.9 eV.


2.
Density functional theory data (wB97M-V/def2-TZVPD) for a 2-piece molecular cluster, C4H12 overall at a distorted geometry.

```
16
Properties=species:S:1:pos:R:3
C 0.901 -2.069 -0.848
C 0.943 -1.893 0.675
C -0.866 2.693 0.333
C -0.994 1.249 -0.146
H -1.292 3.383 -0.386
H -1.266 2.828 1.329
H 1.384 -2.784 1.116
H -0.399 1.046 -1.033
H -0.002 -2.578 -1.148
H -2.004 1.015 -0.485
H -0.073 -1.896 1.064
H 1.436 -0.997 1.054
H 1.844 -2.478 -1.195
H -0.659 0.567 0.635
H 0.186 3.003 0.362
H 0.861 -1.091 -1.328
```

Its largest force on an atom is 0.032 Eh/bohr. As for the SMILES: CC.CC. As for the lowest unoccupied orbital energy: 1.17 eV. The total energy is -4342.313 eV. The value obtained for the HOMO-LUMO gap is 0.4711 hartree. The highest occupied orbital energy is -11.6 eV.


3.
Density functional theory data (wB97M-V/def2-TZVPD) for a 2-piece molecular cluster, C4H12 overall at a distorted geometry.

```
16
Properties=species:S:1:pos:R:3
C 0.146 -1.802 -0.589
C 0.283 2.635 -0.153
C -1.017 1.663 0.086
C 0.679 -2.535 0.674
H -0.921 -1.929 -0.605
H 0.169 -0.698 -0.595
H -1.457 1.452 -0.901
H 1.201 -1.802 1.341
H 1.199 -3.372 0.410
H -0.665 0.791 0.643
H -0.248 -2.652 1.268
H 0.270 3.433 0.470
H 0.346 2.808 -1.215
H -1.753 2.171 0.780
H 0.492 -2.175 -1.497
H 1.278 2.011 -0.117
```

Its largest force on an atom is 0.118 Eh/bohr. As for the SMILES: CC.CC. As for the lowest unoccupied orbital energy: 1.12 eV. The total energy is -4341.244 eV. The value obtained for the HOMO-LUMO gap is 0.4545 hartree. The highest occupied orbital energy is -11.2 eV.


4.
Density functional theory data (wB97M-V/def2-TZVPD) for a 2-piece molecular cluster, C4H12 overall.

```
16
Properties=species:S:1:pos:R:3
C -0.513 -1.429 -0.459
C -0.077 1.820 1.527
C 0.997 2.096 0.491
C -0.399 -2.482 -1.547
H -0.660 2.712 1.785
H -0.117 -1.744 0.501
H 1.583 2.975 0.744
H 0.566 2.301 -0.486
H -0.940 -3.395 -1.273
H -0.846 -2.139 -2.488
H -1.560 -1.158 -0.307
H 0.043 -0.516 -0.683
H -0.773 1.053 1.185
H 0.629 -2.772 -1.759
H 0.348 1.492 2.474
H 1.701 1.267 0.347
```

Its largest force on an atom is 0.009 Eh/bohr. As for the SMILES: CC.CC. As for the lowest unoccupied orbital energy: 1.14 eV. The total energy is -4342.504 eV. The value obtained for the HOMO-LUMO gap is 0.4756 hartree. The highest occupied orbital energy is -11.8 eV.


5.
Density functional theory data (wB97M-V/def2-TZVPD) for a 2-piece molecular cluster, C4H12 overall at a distorted geometry.

```
16
Properties=species:S:1:pos:R:3
C -1.105 2.926 0.813
C -1.151 1.395 0.887
C 1.381 -2.345 -0.095
C 0.846 -1.980 -1.490
H -1.924 3.322 1.405
H 0.774 -3.080 0.425
H -1.775 1.028 0.062
H 0.562 -2.895 -2.022
H -0.164 3.367 1.161
H -1.551 1.031 1.828
H 2.366 -2.772 -0.278
H 1.632 -1.453 -2.019
H -0.212 0.932 0.609
H -0.025 -1.329 -1.559
H 1.538 -1.436 0.488
H -1.194 3.288 -0.215
```

Its largest force on an atom is 0.026 Eh/bohr. As for the SMILES: CC.CC. As for the lowest unoccupied orbital energy: 1.12 eV. The total energy is -4342.287 eV. The value obtained for the HOMO-LUMO gap is 0.4683 hartree. The highest occupied orbital energy is -11.6 eV.


6.
Density functional theory data (wB97M-V/def2-TZVPD) for a 2-piece molecular cluster, C4H12 overall at a distorted geometry.

```
16
Properties=species:S:1:pos:R:3
C 0.014 -0.779 1.633
C 0.804 0.026 2.669
C 0.138 0.450 -1.549
C -0.839 0.239 -2.683
H -0.936 -0.419 1.206
H 0.456 -0.536 -1.171
H 0.615 -0.940 0.734
H -0.421 -0.321 -3.524
H -0.182 -1.748 2.059
H 1.851 0.209 2.327
H 0.371 1.021 2.649
H 0.818 1.249 -1.843
H 0.773 -0.357 3.671
H -1.139 1.245 -3.073
H -0.397 0.655 -0.603
H -1.925 0.006 -2.502
```

Its largest force on an atom is 0.059 Eh/bohr. As for the SMILES: CC.CC. As for the lowest unoccupied orbital energy: 1.14 eV. The total energy is -4341.490 eV. The value obtained for the HOMO-LUMO gap is 0.4534 hartree. The highest occupied orbital energy is -11.2 eV.


7.
Density functional theory data (wB97M-V/def2-TZVPD) for a 2-piece molecular cluster, C4H12 overall at a distorted geometry.

```
16
Properties=species:S:1:pos:R:3
C 1.938 -0.179 -2.057
C -2.052 -1.102 1.383
C 1.746 1.299 -1.689
C -1.641 -0.004 2.346
H 2.873 -0.540 -1.653
H 1.702 1.428 -0.598
H -2.705 -1.833 1.857
H -1.228 -1.676 0.947
H 0.900 1.805 -2.150
H 1.969 -0.238 -3.143
H -0.764 -0.295 2.919
H -1.461 0.922 1.808
H -2.491 0.232 2.994
H -2.649 -0.704 0.565
H 1.078 -0.785 -1.778
H 2.654 1.836 -1.984
```

Its largest force on an atom is 0.026 Eh/bohr. As for the SMILES: CC.CC. As for the lowest unoccupied orbital energy: 1.04 eV. The total energy is -4342.363 eV. The value obtained for the HOMO-LUMO gap is 0.4689 hartree. The highest occupied orbital energy is -11.7 eV.


8.
Density functional theory data (wB97M-V/def2-TZVPD) for a 2-piece molecular cluster, C4H12 overall at a distorted geometry.

```
16
Properties=species:S:1:pos:R:3
C 1.507 -0.327 1.897
C 2.608 0.354 1.182
C -2.381 -0.653 -1.820
C -1.818 0.656 -1.164
H 1.826 -0.633 2.867
H -2.957 -1.340 -1.168
H -1.737 0.452 -0.056
H -2.363 1.581 -1.364
H -3.120 -0.444 -2.648
H 2.747 0.111 0.160
H 3.658 0.388 1.674
H -1.531 -1.052 -2.419
H 0.623 0.155 2.114
H -0.690 0.651 -1.566
H 1.183 -1.372 1.328
H 2.445 1.473 0.981
```

Its largest force on an atom is 0.093 Eh/bohr. As for the SMILES: CC.CC. As for the lowest unoccupied orbital energy: 1.07 eV. The total energy is -4341.075 eV. The value obtained for the HOMO-LUMO gap is 0.4515 hartree. The highest occupied orbital energy is -11.2 eV.


9.
Density functional theory data (wB97M-V/def2-TZVPD) for a 2-piece molecular cluster, C4H12 overall at a distorted geometry.

```
16
Properties=species:S:1:pos:R:3
C -1.370 1.183 -0.938
C 1.532 -0.731 -0.443
C -1.931 1.126 0.440
C 1.915 -1.494 0.841
H 1.384 -2.448 0.941
H -0.221 0.891 -0.813
H -1.778 0.352 -1.511
H -1.569 0.093 0.918
H 0.536 -0.081 -0.310
H 2.286 -0.062 -0.822
H 1.554 -0.885 1.639
H 2.996 -1.512 0.822
H -1.708 1.831 1.211
H -1.590 2.124 -1.437
H -2.991 0.954 0.595
H 0.954 -1.340 -1.134
```

Its largest force on an atom is 0.081 Eh/bohr. As for the lowest unoccupied orbital energy (spin up / spin down): -3.07 / -10.43 eV. Its charge is +1. The total energy is -4330.551 eV. The value obtained for the HOMO-LUMO gap (spin up / spin down) is 0.4947 / 0.2134 hartree. As for the multiplicity: 2. The highest occupied orbital energy (spin up / spin down) is -16.5 / -16.2 eV.


10.
Density functional theory data (wB97M-V/def2-TZVPD) for a 2-piece molecular cluster, C4H12 overall at a distorted geometry.

```
16
Properties=species:S:1:pos:R:3
C -0.570 2.140 0.000
C 0.268 2.325 -1.357
C -0.313 -2.276 0.035
C 0.572 -2.151 1.337
H -1.327 1.363 -0.002
H -0.105 -2.200 2.058
H -0.779 -3.092 -0.132
H 0.535 3.303 -1.556
H 0.394 -2.112 -0.831
H -0.246 1.759 -2.200
H 1.152 -1.259 1.380
H -1.125 -1.507 0.086
H 1.080 1.544 -1.227
H 1.400 -2.990 1.278
H -0.961 3.082 0.429
H 0.243 1.886 0.621
```

Its largest force on an atom is 0.163 Eh/bohr. As for the lowest unoccupied orbital energy (spin up / spin down): -3.64 / -12.03 eV. Its charge is +1. The total energy is -4329.138 eV. The value obtained for the HOMO-LUMO gap (spin up / spin down) is 0.3991 / 0.0903 hartree. As for the multiplicity: 2. The highest occupied orbital energy (spin up / spin down) is -14.5 / -14.5 eV.


11.
Density functional theory data (wB97M-V/def2-TZVPD) for C4H12BCsO as an isolated structure at a distorted geometry.

```
19
Properties=species:S:1:pos:R:3
Cs 0.536 3.816 -2.483
O -0.195 0.894 1.365
C 0.577 -0.306 1.625
C -0.308 -1.242 2.469
C -1.603 -0.449 2.624
C -1.228 0.996 2.348
B 1.477 -0.241 -5.401
H -2.081 -0.582 3.595
H 0.978 -0.675 0.681
H 1.433 -0.006 2.229
H -0.772 1.457 3.224
H -0.532 -2.176 1.954
H 1.563 0.820 -5.574
H 1.345 -0.402 -4.342
H -2.052 1.654 2.072
H 0.187 -1.370 3.432
H 2.369 -0.720 -5.774
H 0.645 -0.653 -5.950
H -2.338 -0.814 1.906
```

Its largest force on an atom is 0.094 Eh/bohr. As for the lowest unoccupied orbital energy: -1.49 eV. The total energy is -7609.627 eV. The value obtained for the HOMO-LUMO gap is 0.1983 hartree. The highest occupied orbital energy is -6.9 eV.


12.
Density functional theory data (wB97M-V/def2-TZVPD) for one molecule with the formula C4H12BNO at a distorted geometry.

```
19
Properties=species:S:1:pos:R:3
O -1.931 -1.424 -0.184
N -1.369 0.902 0.897
C -0.202 0.465 0.018
C 0.563 1.517 -0.603
C 1.232 -1.646 -0.271
C 0.674 -0.577 0.733
B -1.671 -0.012 -0.463
H 1.461 1.251 -1.109
H -0.056 -1.071 1.378
H -2.738 -1.901 -0.555
H 1.457 0.032 1.307
H 0.956 2.291 0.136
H -2.458 0.632 -1.304
H -1.381 1.879 0.956
H 1.616 -1.035 -1.020
H 0.035 2.048 -1.560
H 1.945 -2.316 0.099
H 0.247 -2.000 -0.657
H -1.346 0.543 1.915
```

Its largest force on an atom is 0.095 Eh/bohr. As for the lowest unoccupied orbital energy: 0.77 eV. The total energy is -8556.225 eV. The value obtained for the HOMO-LUMO gap is 0.3553 hartree. The highest occupied orbital energy is -8.9 eV.